This record from OMol25 describes a structure of composition C13H16N4O5PRh. The level of theory is ωB97M-V with the def2-TZVPD basis set.

Output
Kohn-Sham gap (alpha / beta): 8.96 / 4.65 eV
HOMO level (alpha / beta): -15.29 / -15.21 eV
Total charge: +2
⟨S²⟩: 6.0173
2S+1: 5

CARTESIAN COORDINATES (ANGSTROEM)
Rh 0.758 0.576 -2.062
O -1.745 5.654 0.281
C -1.223 4.669 -0.396
C 0.118 4.645 -0.852
C 0.534 3.527 -1.526
N -0.246 2.489 -1.741
C -1.516 2.507 -1.369
C -2.059 3.562 -0.687
C -2.303 1.188 -1.845
O -3.493 1.291 -1.887
O -1.513 0.247 -2.072
C 2.007 3.335 -2.225
O 2.565 4.359 -2.458
O 2.237 2.127 -2.387
H -1.174 6.428 0.401
H 0.798 5.469 -0.689
H -3.090 3.574 -0.367
C 1.355 -3.711 1.225
N 0.097 -3.664 0.367
C -1.034 -3.134 1.250
N -0.676 -1.885 1.804
C 0.522 -1.975 2.616
N 1.619 -2.436 1.784
C 2.102 -1.460 0.851
P 0.756 -1.044 -0.393
C 0.289 -2.810 -0.832
C -0.628 -0.810 0.848
H 2.194 -4.048 0.610
H 1.183 -4.438 2.025
H -0.138 -4.615 0.059
H -1.202 -3.862 2.048
H -1.942 -3.038 0.648
H 0.361 -2.678 3.436
H 0.757 -0.996 3.037
H 2.984 -1.843 0.329
H 2.400 -0.554 1.382
H 1.060 -3.252 -1.472
H -0.639 -2.767 -1.414
H -1.575 -0.768 0.302
H -0.497 0.139 1.374

=====

This record from OMol25 describes a cluster of 2 separate species, C4H8BrNO in total. The level of theory is ωB97M-V with the def2-TZVPD basis set.

Output
Kohn-Sham gap (alpha / beta): 8.18 / 8.10 eV
HOMO level (alpha / beta): -8.61 / -7.91 eV
Total charge: 0

CARTESIAN COORDINATES (ANGSTROEM)
C -1.233 -0.009 0.038
C -1.195 1.323 0.772
C 1.585 -0.728 -0.036
C -0.653 -0.128 -1.267
N -1.661 -1.011 0.709
O -0.788 -1.206 -1.987
Br 0.013 1.371 -2.346
H -1.206 0.997 1.769
H -0.266 2.031 0.434
H -2.161 1.788 0.791
H 2.113 0.020 -0.559
H 1.513 -0.777 1.032
H 1.388 -1.565 -0.619
H -1.841 -1.922 0.227
H -1.199 -1.921 -1.422

=====

This record from OMol25 describes a cluster of 2 separate species, CH5NOS2 in total. The level of theory is ωB97M-V with the def2-TZVPD basis set.

Output
Kohn-Sham gap: 9.28 eV
SMILES: NC=O.SS
HOMO level: -8.96 eV
Total charge: 0

CARTESIAN COORDINATES (ANGSTROEM)
S -2.316 1.230 1.197
S -2.968 0.483 -0.594
H -1.016 1.164 0.618
H -3.697 -0.473 -0.151
C 1.971 -0.649 0.343
N 1.268 -0.399 -0.787
O 1.540 -0.849 1.461
H 3.136 -0.596 0.249
H 0.456 0.209 -0.675
H 1.627 -0.122 -1.660

=====

This record from OMol25 describes the molecule C10H20BrClNPS2. The level of theory is ωB97M-V with the def2-TZVPD basis set.

Output
Kohn-Sham gap: 8.09 eV
SMILES: CCSC[PH](C[C@@H](C)Cl)(N=C=S)[C@@H](Br)CC
HOMO level: -8.55 eV
Total charge: 0

CARTESIAN COORDINATES (ANGSTROEM)
C -1.582 -0.446 -3.959
C -0.212 -1.339 -3.878
S 0.854 -1.048 -2.370
C 0.245 0.421 -1.346
P 0.872 0.467 0.448
C -0.236 1.431 1.718
C -1.632 2.008 1.045
C -2.623 2.552 2.273
Cl -1.287 3.485 -0.041
N 1.669 2.029 0.104
C 2.911 1.968 0.747
S 4.416 1.769 1.581
C 0.167 -1.227 0.934
Br -1.655 -1.650 0.196
C 1.250 -2.493 0.762
C 2.101 -2.721 2.184
H -2.303 -0.906 -4.786
H -1.428 0.690 -4.195
H -2.147 -0.498 -2.913
H -0.560 -2.480 -3.829
H 0.350 -1.235 -4.912
H -0.925 0.625 -1.473
H 0.742 1.366 -1.887
H 2.204 -0.054 0.787
H -0.387 0.864 2.730
H 0.403 2.403 1.987
H -2.211 1.228 0.393
H -3.625 2.886 1.718
H -2.947 1.680 2.999
H -2.197 3.489 2.829
H 0.000 -1.188 2.118
H 2.065 -2.284 -0.053
H 0.657 -3.507 0.546
H 1.881 -1.875 2.979
H 1.908 -3.796 2.633
H 3.262 -2.612 1.929

=====

This record from OMol25 describes a structure of composition C33H31ClMoN3O7S. The level of theory is ωB97M-V with the def2-TZVPD basis set.

Output
Kohn-Sham gap (alpha / beta): 7.67 / 7.26 eV
HOMO level (alpha / beta): -10.45 / -10.68 eV
Total charge: +1
⟨S²⟩: 2.0153
2S+1: 3

CARTESIAN COORDINATES (ANGSTROEM)
Mo -0.083 -0.365 0.086
O 4.178 2.779 -1.211
C 3.457 2.720 -2.341
C 3.825 3.574 -3.382
C 3.140 3.549 -4.579
C 2.062 2.682 -4.768
C 1.676 1.857 -3.735
C 2.357 1.861 -2.513
C 1.884 0.994 -1.431
O 0.712 0.420 -1.575
N 2.609 0.798 -0.369
N 1.946 -0.047 0.509
C 2.588 -0.419 1.562
C 2.061 -1.344 2.522
C 2.757 -1.541 3.727
C 2.320 -2.456 4.654
C 1.178 -3.211 4.376
C 0.485 -3.049 3.196
C 0.910 -2.110 2.253
O 0.238 -2.015 1.105
H 3.883 2.065 -0.612
H 4.668 4.233 -3.227
H 3.451 4.207 -5.380
H 1.536 2.660 -5.713
H 0.828 1.195 -3.846
H 3.587 -0.016 1.705
H 3.650 -0.956 3.913
H 2.855 -2.595 5.582
H 0.832 -3.941 5.097
H -0.394 -3.639 2.973
C -1.554 4.203 -5.261
C -1.544 3.780 -3.820
C -0.468 4.102 -2.991
C -0.458 3.726 -1.662
C -1.542 3.018 -1.153
C -2.612 2.663 -1.961
C -2.608 3.054 -3.290
S -1.549 2.439 0.512
C -1.130 3.914 1.417
O -0.219 1.639 0.616
H -0.594 4.623 -5.557
H -2.321 4.960 -5.433
H -1.778 3.359 -5.913
H 0.379 4.639 -3.398
H 0.403 3.951 -1.047
H -3.429 2.081 -1.553
H -3.442 2.786 -3.927
H -0.188 4.318 1.056
H -1.056 3.636 2.466
H -1.946 4.621 1.271
C -0.612 -3.761 -3.168
C -0.425 -2.731 -2.164
N -0.279 -1.923 -1.373
H -1.630 -4.140 -3.112
H 0.090 -4.573 -2.985
H -0.432 -3.340 -4.156
C -3.479 2.397 4.169
C -4.185 2.558 2.854
C -4.505 3.807 2.343
C -5.135 3.928 1.112
Cl -5.485 5.507 0.484
C -5.479 2.807 0.382
C -5.165 1.549 0.880
C -4.517 1.430 2.098
O -4.175 0.226 2.664
C -3.779 -0.825 1.806
C -2.421 -0.520 1.197
O -1.431 -0.311 1.936
O -2.255 -0.479 -0.070
H -3.227 3.368 4.594
H -2.566 1.807 4.053
H -4.103 1.860 4.883
H -4.259 4.699 2.906
H -5.984 2.912 -0.568
H -5.429 0.674 0.301
H -4.507 -1.050 1.029
H -3.666 -1.695 2.451

=====

Maximum force? In order: 3.51, 3.29, 3.23, 11.13, 1.02 eV Å⁻¹.